1.
# CH8N3Si

A molecular structure, CH8N3Si (wB97M-V/def2-TZVPD, OMol25).

Results
HOMO level	-13.73	eV
2S+1	1
Kohn-Sham gap	10.467	eV
total charge	+1

Positions of all 13 atoms, in Å:
1 C -0.67578 0.24788 1.67121
2 N -1.05974 -0.50569 0.67980
3 N 0.39768 0.97520 1.41270
4 N -0.25473 -0.41756 -0.43050
5 Si 1.08174 0.68834 -0.21621
6 H -1.21344 0.26143 2.60649
7 H 0.16835 -1.47896 -3.43699
8 H -1.82627 -1.16388 0.70405
9 H 0.74585 1.59775 2.12347
10 H -0.11688 -1.18187 -2.75589
11 H -0.58941 -0.91804 -1.24511
12 H 0.99410 1.91767 -0.98667
13 H 2.34855 -0.02226 -0.12635

Cartesian forces (eV/Å) of the 6 atoms listed first:
-0.29 -0.17 -0.09
-0.27 0.02 0.48
0.38 0.21 0.08
0.08 -0.23 -0.78
-0.56 -0.29 0.45
-0.03 -0.03 0.03

Mulliken population analysis, charges in e, atoms 1 to 4:
1. C 0.07
2. N -0.05
3. N -0.22
4. N -0.11

2.
# CH8N4P

A gas-phase ion, CH8N4P (charge +1) (wB97M-V/def2-TZVPD, OMol25).

Results
HOMO level	-14.27	eV
2S+1	1
Kohn-Sham gap	10.710	eV
structure (SMILES)	N[NH2+]/N=C(/N)P
total charge	+1

Positions of all 14 atoms, in Å:
1 N -0.81301 -0.03103 2.11744
2 N -0.53155 0.90534 1.04457
3 N -0.82340 0.32504 -0.20126
4 C 0.10413 -0.34395 -0.70844
5 N -0.11945 -1.00782 -1.96880
6 P 1.84529 -0.25814 -0.03871
7 H -1.89515 -0.36912 2.10840
8 H -0.20709 -0.89356 2.10147
9 H 0.49386 1.13053 0.86644
10 H -1.10624 1.71677 0.95928
11 H -0.82288 -0.42545 -2.47380
12 H 0.71964 -1.34473 -2.55369
13 H 2.51975 -1.22030 -0.92490
14 H 1.60297 -1.24122 1.00752

Cartesian forces (eV/Å) of the 6 atoms listed first:
-2.27 -0.46 1.10
1.31 -2.74 -1.15
-2.63 -0.03 -1.25
2.36 -2.34 -3.57
0.83 1.79 0.89
0.55 -1.88 0.06

Mulliken population analysis, charges in e, atoms 1 to 4:
1. N -0.54
2. N 0.28
3. N -0.59
4. C 0.42

3.
# CH8N4S

2 unconnected molecules or ions with the total composition CH8N4S (wB97M-V/def2-TZVPD, OMol25).

Results
HOMO level (alpha / beta)	-16.61 / -16.61	eV
2S+1	1
Kohn-Sham gap (alpha / beta)	5.011 / 5.014	eV
total charge	+2

Positions of all 14 atoms, in Å:
1 C 0.72895 0.59834 -0.33711
2 N 0.81202 -0.73102 -0.69857
3 N 0.74518 1.04537 0.91660
4 N 0.44591 -1.26592 -1.92380
5 N -1.61330 0.92664 1.85369
6 S -2.41145 0.74026 3.08877
7 H 0.95163 2.03456 0.92490
8 H 0.45632 1.23762 -1.05925
9 H 0.81365 -1.42710 -0.00066
10 H 0.99138 0.44080 1.70097
11 H 0.61475 -2.12887 -2.25862
12 H 0.10519 -0.57380 -2.67815
13 H -1.74457 1.90047 1.58173
14 H -2.03992 -0.58639 3.43895

Cartesian forces (eV/Å) of the 6 atoms listed first:
0.34 -6.65 0.93
-0.68 3.23 -0.46
0.84 -0.11 -0.50
-2.42 6.72 -0.88
0.50 0.03 -1.36
-1.03 -1.50 2.92

Mulliken population analysis, charges in e, atoms 1 to 4:
1. C 0.07
2. N 0.14
3. N -0.40
4. N -0.53

4.
# CH8N5O

2 unconnected molecules or ions with the total composition CH8N5O (wB97M-V/def2-TZVPD, OMol25).

Results
HOMO level	-13.45	eV
2S+1	1
Kohn-Sham gap	9.426	eV
total charge	+1

Positions of all 15 atoms, in Å:
1 C -1.14644 1.21382 0.76680
2 N -2.15076 0.95602 1.57920
3 N 2.18034 -1.24136 -0.38005
4 N -1.22763 0.41341 -0.40490
5 N 1.06856 -0.90100 0.06919
6 N -0.02484 0.33410 -0.96803
7 O -0.16159 1.93979 0.84366
8 H -2.86793 0.31040 1.17991
9 H -2.36111 1.37174 2.58207
10 H 2.30168 -2.20292 -0.76409
11 H 3.11592 -0.84245 -0.19708
12 H -1.63713 -0.48887 -0.29813
13 H 0.94412 -0.24081 0.82299
14 H 0.50006 1.28930 -0.98337
15 H -0.13048 -0.02510 -2.01249

Cartesian forces (eV/Å) of the 6 atoms listed first:
1.45 0.36 -0.55
-2.71 0.05 2.97
3.00 -1.36 -0.51
-1.33 0.96 0.92
-2.89 -0.46 -0.11
3.75 -0.08 -4.92

Mulliken population analysis, charges in e, atoms 1 to 4:
1. C 0.60
2. N -0.38
3. N -0.22
4. N -0.29

5.
# CH8NO

2 unconnected molecules or ions with the total composition CH8NO (wB97M-V/def2-TZVPD, OMol25).

Results
HOMO level	-16.93	eV
2S+1	1
Kohn-Sham gap	13.184	eV
total charge	+1

Positions of all 11 atoms, in Å:
1 C -0.56992 0.92397 1.14718
2 N -0.32886 0.55947 -0.29650
3 H -0.81340 0.01879 1.69101
4 H -1.43582 1.57906 1.09811
5 H 0.29619 1.44524 1.53266
6 H -1.14801 0.25686 -0.83576
7 H 0.16254 1.23573 -0.85737
8 H 0.18603 -0.35803 -0.42376
9 H 1.90084 -1.60402 -0.70857
10 H 0.65995 -2.44097 -1.07818
11 O 1.09046 -1.61611 -1.26881

Cartesian forces (eV/Å) of the 6 atoms listed first:
-0.76 0.30 -1.09
0.11 -2.22 -0.25
0.12 0.01 0.09
0.08 0.12 0.54
0.08 -0.10 0.06
-0.47 0.83 0.41

Mulliken population analysis, charges in e, atoms 1 to 4:
1. C -0.69
2. N -0.29
3. H 0.31
4. H 0.34

6.
# CH8NO

2 unconnected molecules or ions with the total composition CH8NO (wB97M-V/def2-TZVPD, OMol25).

Results
HOMO level	-16.16	eV
2S+1	1
Kohn-Sham gap	12.269	eV
total charge	+1

Positions of all 11 atoms, in Å:
1 N 0.29188 -1.13386 -0.97962
2 H 0.36544 -2.13438 -0.97774
3 H 0.08260 -1.14218 -1.97454
4 H 1.32297 -1.00155 -0.93579
5 H -0.48447 -0.71971 -0.32912
6 C 0.05043 1.24345 0.74674
7 O -0.80847 -0.08640 0.96350
8 H 0.15218 1.20028 -0.36226
9 H 1.02420 1.23081 1.18397
10 H -0.43296 2.15959 1.14383
11 H -1.56378 0.38395 1.52103

Cartesian forces (eV/Å) of the 6 atoms listed first:
1.39 -1.75 -2.22
-0.85 -1.43 1.36
-0.41 1.32 -0.46
-0.88 1.36 0.64
0.85 -0.05 0.42
-1.29 -1.28 -1.36

Mulliken population analysis, charges in e, atoms 1 to 4:
1. N -0.56
2. H 0.36
3. H 0.36
4. H 0.38

7.
# CH8NO2

3 unconnected molecules or ions with the total composition CH8NO2 (wB97M-V/def2-TZVPD, OMol25).

Results
HOMO level	-15.61	eV
2S+1	1
Kohn-Sham gap	10.675	eV
total charge	+1

Positions of all 12 atoms, in Å:
1 C -0.42395 -0.90557 0.08179
2 N 0.44554 0.00367 0.25394
3 H -0.49765 -1.50284 -0.81088
4 H -1.19691 -0.97224 0.83316
5 H 0.29657 0.67252 0.99590
6 H 1.33180 0.04255 -0.27196
7 H -3.37819 -0.38265 0.61026
8 H -3.68547 1.06013 0.44929
9 O -3.02313 0.40487 0.18043
10 H 3.82762 0.59467 -0.13808
11 H 3.26746 0.61496 -1.54400
12 O 3.03631 0.36993 -0.63983

Cartesian forces (eV/Å) of the 6 atoms listed first:
-0.72 0.75 0.39
-0.02 -0.70 -0.28
0.62 -0.44 -0.04
-0.18 -0.03 -0.18
0.31 -0.01 0.37
0.12 0.53 -0.19

Mulliken population analysis, charges in e, atoms 1 to 4:
1. C -0.10
2. N -0.03
3. H 0.30
4. H 0.29

8.
# CH8NO2

3 unconnected molecules or ions with the total composition CH8NO2 (wB97M-V/def2-TZVPD, OMol25).

Results
HOMO level	-15.17	eV
2S+1	1
Kohn-Sham gap	9.659	eV
total charge	+1

Positions of all 12 atoms, in Å:
1 C 0.39886 -0.79153 0.44598
2 N -0.67805 -0.08793 0.17782
3 H 0.49194 -1.83785 0.17589
4 H 1.20663 -0.08678 0.73690
5 H -0.68278 0.89539 0.17960
6 H -1.64850 -0.44914 0.13855
7 H -3.49444 2.24196 0.35290
8 H -3.81113 1.19663 -0.83435
9 O -3.19364 1.42931 -0.13345
10 H 4.18834 -0.10952 -0.29208
11 H 3.79420 -1.59919 -0.69345
12 O 3.42856 -0.80134 -0.25431

Cartesian forces (eV/Å) of the 6 atoms listed first:
-1.19 3.53 -1.21
0.22 -3.35 0.96
-0.20 -0.10 0.81
0.14 -1.43 -0.34
0.20 1.59 0.44
0.78 -0.11 -0.68

Mulliken population analysis, charges in e, atoms 1 to 4:
1. C 0.01
2. N -0.15
3. H 0.30
4. H 0.25

9.
# CH8NO5

4 unconnected molecules or ions with the total composition CH8NO5 (wB97M-V/def2-TZVPD, OMol25).

Results
HOMO level	-5.35	eV
2S+1	1
Kohn-Sham gap	9.082	eV
total charge	-1

Positions of all 15 atoms, in Å:
1 N -1.38937 -0.17845 0.08905
2 C -0.01948 0.03370 0.08498
3 O 0.61848 0.09373 1.18853
4 O 0.48779 0.26903 -1.04413
5 H -1.81509 -0.55819 0.91790
6 H -1.79030 -0.36778 -0.81057
7 H 2.59159 -0.20109 -0.78061
8 H 2.48546 0.18333 0.62943
9 O 3.16646 -0.11265 -0.00449
10 H -0.63836 0.37506 2.25622
11 H -0.83363 0.92505 3.73244
12 O -1.24905 0.39313 3.05368
13 H -1.03980 -0.46144 -4.09512
14 H -1.05402 -0.11142 -2.68013
15 O -1.64755 -0.51385 -3.34608

Cartesian forces (eV/Å) of the 6 atoms listed first:
-0.06 -0.12 0.41
1.08 0.96 -0.42
-1.02 -0.19 -0.40
-0.25 -0.43 -0.30
-0.11 -0.05 -0.13
-0.18 -0.18 0.17

Mulliken population analysis, charges in e, atoms 1 to 4:
1. N -0.41
2. C 0.84
3. O -0.95
4. O -0.80

10.
# CH8NO5

4 unconnected molecules or ions with the total composition CH8NO5 (wB97M-V/def2-TZVPD, OMol25).

Results
HOMO level	-5.54	eV
2S+1	1
Kohn-Sham gap	9.409	eV
total charge	-1

Positions of all 15 atoms, in Å:
1 N 1.24351 0.48659 -0.37795
2 C -0.09594 0.29170 0.09664
3 O -0.37851 0.81856 1.18301
4 O -0.78118 -0.37943 -0.72773
5 H 2.05362 0.72465 0.16792
6 H 1.42704 0.04019 -1.25975
7 H -2.04538 -1.37368 -0.08192
8 H -2.69949 -1.90724 1.19019
9 O -2.85822 -1.83812 0.24293
10 H 0.68326 -0.20305 2.68326
11 H 1.61755 -0.77125 1.68887
12 O 1.48748 -0.75073 2.64878
13 H -0.22309 0.92243 -2.48092
14 H 0.34849 2.24767 -2.09733
15 O 0.22085 1.69170 -2.87599

Cartesian forces (eV/Å) of the 6 atoms listed first:
0.05 -0.22 -0.35
1.09 0.17 -0.40
-0.44 -0.32 0.15
-0.22 0.32 0.28
-0.41 0.22 0.34
0.15 -0.08 0.10

Mulliken population analysis, charges in e, atoms 1 to 4:
1. N -0.37
2. C 0.61
3. O -0.76
4. O -0.91

Question: total charge of number 6 (CH8NO)?
Answer: +1